Entry 1:
This record from OMol25 describes 9 unconnected molecules or ions with the total composition C36H72O21 in a non-equilibrium geometry. The level of theory is the ωB97M-V functional and the def2-TZVPD basis.

```
129
Properties=species:S:1:pos:R:3:forces:R:3
O -2.097 3.108 -3.049 -0.755 -0.783 -1.075
C -2.974 2.416 -3.578 0.856 1.449 2.528
O -2.942 1.967 -4.787 0.574 -0.620 -1.562
C -1.854 2.427 -5.647 -1.448 -0.226 -1.227
C -2.258 2.054 -7.120 1.044 0.928 0.736
C -4.193 2.035 -2.767 0.750 -0.500 -0.768
H -0.883 1.996 -5.405 -0.234 -0.234 0.309
H -1.793 3.502 -5.482 0.108 -0.015 -0.267
H -1.563 2.641 -7.719 0.205 -0.119 -0.277
H -3.238 2.397 -7.453 -0.139 -0.161 0.547
H -2.109 1.004 -7.375 -0.178 0.060 0.333
H -4.778 1.260 -3.261 -0.123 0.214 -0.016
H -4.756 2.954 -2.607 -0.057 -0.272 0.385
H -3.729 1.608 -1.877 -0.579 0.321 0.389
O -3.506 -1.030 -5.766 1.941 -0.371 -0.590
C -2.783 -1.907 -5.327 -1.966 -0.276 -0.138
O -1.691 -2.497 -5.900 -1.427 1.020 0.935
C -1.158 -1.871 -7.041 1.066 -0.309 -1.490
C 0.126 -1.136 -6.706 -0.130 -0.035 0.273
C -3.225 -2.557 -4.058 -0.534 -0.654 0.851
H -1.828 -1.232 -7.616 -0.485 0.109 0.704
H -0.949 -2.686 -7.734 0.158 -0.136 0.003
H 0.943 -1.800 -6.424 -0.104 -0.179 -0.114
H -0.056 -0.512 -5.832 0.035 0.361 -0.123
H 0.439 -0.545 -7.567 0.045 0.141 0.128
H -2.922 -1.933 -3.218 0.671 -0.401 0.144
H -3.027 -3.625 -3.964 0.936 0.241 0.173
H -4.308 -2.551 -3.933 -0.166 0.474 -0.724
O -2.745 4.091 1.814 0.462 -1.069 0.537
C -2.208 3.000 1.685 -0.968 2.085 -0.392
O -2.179 2.053 2.612 -0.453 -0.608 0.525
C -2.999 2.225 3.786 1.885 0.554 1.402
C -4.434 2.421 3.619 -1.377 -0.733 -1.736
C -1.567 2.598 0.411 -0.142 -0.006 -0.040
H -2.583 2.992 4.440 0.336 0.512 -0.353
H -2.844 1.339 4.401 0.141 -0.419 -0.495
H -4.733 1.702 2.857 -0.453 -0.769 0.339
H -4.804 3.305 3.100 0.411 0.620 0.947
H -4.867 2.167 4.586 -0.537 0.355 -0.255
H -2.037 1.658 0.124 0.379 -0.201 -0.216
H -0.497 2.479 0.584 0.013 -0.196 -0.304
H -1.795 3.363 -0.331 0.274 -0.134 0.012
O 4.541 -1.472 0.820 0.602 1.210 -1.894
C 5.172 -0.546 0.305 0.175 -2.181 1.409
O 5.925 -0.600 -0.800 0.218 3.117 0.409
C 5.894 -1.584 -1.774 0.155 -1.189 -0.055
C 4.774 -1.363 -2.776 0.099 -1.191 -0.181
C 5.440 0.715 1.050 -0.053 0.400 -0.011
H 5.975 -2.431 -1.094 -0.984 -1.319 -1.146
H 6.813 -1.612 -2.359 0.379 0.665 0.476
H 4.775 -0.379 -3.245 -0.130 0.418 0.864
H 3.823 -1.691 -2.356 -0.187 0.421 -0.286
H 5.002 -1.946 -3.669 -0.187 -0.646 0.148
H 6.042 1.397 0.450 -0.270 0.110 0.171
H 5.994 0.444 1.949 0.042 -0.009 0.003
H 4.492 1.138 1.383 0.082 0.213 -0.105
O -5.450 -0.260 1.210 1.075 -0.801 0.111
C -4.535 -0.984 0.850 -1.527 1.249 1.020
O -3.683 -1.617 1.672 0.006 0.353 -2.751
C -3.656 -1.634 3.044 -0.274 -1.904 2.256
C -4.352 -2.950 3.560 0.498 1.777 0.197
C -4.230 -1.238 -0.584 0.252 -0.865 -0.285
H -4.033 -0.784 3.613 -0.144 0.372 -0.651
H -2.592 -1.770 3.241 0.039 0.310 0.392
H -3.941 -3.771 2.973 -0.394 -0.170 0.275
H -5.438 -2.848 3.567 -0.008 -0.247 -0.625
H -4.110 -3.009 4.621 0.333 -0.433 -0.008
H -3.420 -0.585 -0.908 0.004 0.002 -0.067
H -5.109 -1.129 -1.219 0.061 0.349 0.248
H -3.893 -2.270 -0.678 0.231 0.038 -0.113
O -0.340 -0.772 -1.822 -0.684 -1.739 -0.037
C 0.330 0.172 -1.577 0.657 1.697 0.534
O 0.843 0.475 -0.352 0.770 -0.432 -1.074
C 1.061 -0.569 0.612 -0.954 1.394 2.192
C -0.229 -0.895 1.359 -0.154 -1.134 -0.981
C 0.608 1.249 -2.577 -0.157 1.158 -0.997
H 1.570 -0.041 1.418 1.001 0.040 -0.428
H 1.660 -1.425 0.302 -0.259 0.159 -0.500
H -0.822 -1.502 0.676 -0.502 -0.073 0.370
H -0.803 -0.024 1.677 0.240 0.181 -0.187
H 0.017 -1.476 2.248 -0.029 -0.062 0.013
H 1.643 1.486 -2.823 0.179 -0.564 0.434
H 0.190 2.219 -2.308 -0.129 -0.046 0.620
H 0.106 1.070 -3.528 -0.011 -0.574 0.143
C 2.506 4.258 -2.224 0.640 0.829 0.345
C 2.493 4.462 -0.686 0.643 -1.018 -0.752
O 1.386 5.274 -0.321 -0.237 0.167 0.350
C 1.180 5.531 0.972 0.990 -0.246 2.283
O 1.895 5.144 1.933 -2.353 1.145 -2.984
O 0.059 6.308 1.046 1.805 -1.363 -0.463
C -0.371 6.664 2.346 -0.665 0.272 0.171
H 3.285 4.845 -2.711 0.147 0.202 0.204
H 1.592 4.615 -2.699 -0.244 -0.526 0.202
H 2.765 3.224 -2.455 -0.438 0.067 -0.041
H 3.436 4.855 -0.305 -0.129 0.423 -0.067
H 2.440 3.461 -0.259 -0.534 0.069 0.436
H 0.241 7.475 2.740 0.077 -0.173 0.134
H -0.413 5.805 3.016 0.212 0.080 -0.037
H -1.387 7.020 2.175 0.069 0.029 0.231
C 0.535 -4.337 2.623 1.154 0.601 -0.624
C 1.822 -4.551 1.752 -1.610 -0.100 -0.355
O 2.830 -5.308 2.453 0.764 0.828 -0.516
C 2.624 -6.554 2.742 -1.400 -2.619 1.978
O 1.576 -7.175 2.559 2.311 0.769 0.130
O 3.749 -7.050 3.458 -2.308 1.237 -1.290
C 3.591 -8.198 4.298 1.639 -0.375 -0.257
H -0.118 -5.207 2.689 0.709 -0.275 0.448
H -0.144 -3.591 2.211 0.427 0.280 -0.362
H 0.936 -3.918 3.546 -0.621 -0.363 0.475
H 2.349 -3.653 1.430 -0.142 0.249 0.653
H 1.522 -4.997 0.803 0.269 -0.709 0.097
H 4.640 -8.481 4.385 0.029 -0.460 0.014
H 3.070 -9.050 3.861 -0.384 0.444 -0.062
H 3.333 -7.998 5.338 -0.807 0.465 -0.291
C 0.832 2.463 3.825 0.473 0.290 0.263
C 0.632 1.158 4.615 -0.576 0.388 -0.209
O 1.702 0.243 4.362 0.839 -0.666 -0.491
C 1.611 -1.064 4.677 -1.355 -0.833 1.685
O 0.698 -1.631 5.303 1.947 1.889 -1.920
O 2.672 -1.779 4.277 -0.165 -0.250 0.778
C 3.948 -1.310 3.840 -0.022 0.637 -1.573
H -0.063 3.085 3.831 -0.324 -0.414 -0.043
H 1.140 2.327 2.788 -0.252 -0.386 -0.067
H 1.572 3.159 4.219 0.345 -0.404 0.371
H -0.300 0.694 4.293 -0.035 -0.101 0.077
H 0.584 1.331 5.690 -0.063 0.071 -0.012
H 4.505 -2.186 3.508 -0.235 -0.087 0.290
H 4.584 -0.718 4.498 -0.623 -0.160 0.783
H 3.813 -0.714 2.937 -0.065 0.024 0.073
```
Forces are in eV/Å.

Computed properties:
Structure (SMILES): CCOC(=O)OC.CCOC(=O)OC.CCOC(=O)OC.CCOC(C)=O.CCOC(C)=O.CCOC(C)=O.CCOC(C)=O.CCOC(C)=O.CCOC(C)=O
LUMO energy, eV: 0.3
M, g/mol: 840.95
Relative energy (zero: lowest compared OMol25 entry of this formula, charge and spin), kcal per mole: 36.0
Multiplicity: 1

Results of the Löwdin charge analysis, in e, for atoms 1 through 8: 0.045 -0.561 0.014 -0.152 -0.040 0.043 0.101 0.119

***

Entry 2:
This record from OMol25 describes 9 unconnected molecules or ions with the total composition C36H72O27 in a non-equilibrium geometry. The level of theory is the ωB97M-V functional and the def2-TZVPD basis.

```
135
Properties=species:S:1:pos:R:3:forces:R:3
C 0.554 -5.161 -5.073 0.851 -0.266 1.095
C 1.178 -4.804 -3.673 -1.949 -1.775 -0.194
O 0.024 -4.884 -2.706 2.278 -0.478 -1.173
C -0.555 -3.735 -2.499 0.259 1.372 -0.625
O -0.107 -2.631 -2.762 0.066 -0.478 0.139
O -1.737 -3.986 -2.018 -1.362 0.910 1.240
C -2.437 -2.795 -1.535 -0.297 -0.793 1.798
H 1.310 -5.432 -5.794 0.539 -0.035 -0.071
H -0.007 -4.373 -5.538 -0.432 0.580 0.149
H -0.079 -6.057 -4.970 0.150 0.448 0.188
H 1.753 -3.920 -3.512 -0.215 1.007 -0.383
H 1.819 -5.595 -3.325 0.161 -0.627 -0.068
H -3.502 -3.060 -1.657 0.539 0.521 -0.077
H -2.090 -1.911 -2.045 -0.368 -0.109 -0.237
H -2.229 -2.635 -0.414 -0.145 -0.492 -1.595
C -5.871 1.504 -4.177 -0.762 1.223 0.003
C -5.408 1.370 -2.740 0.669 -1.144 0.367
O -6.155 2.103 -1.759 -0.716 -0.639 -0.343
C -5.836 3.360 -1.652 -0.119 0.237 1.163
O -5.071 3.966 -2.335 0.682 0.784 -0.761
O -6.462 3.845 -0.566 0.444 0.764 0.275
C -6.277 5.254 -0.352 -0.654 0.655 -2.499
H -5.153 0.976 -4.840 -0.515 0.467 0.331
H -5.949 2.610 -4.401 0.440 -1.231 -0.143
H -6.904 1.116 -4.318 0.735 -0.051 0.102
H -4.355 1.640 -2.608 -0.190 -0.020 -0.278
H -5.517 0.348 -2.361 0.106 0.064 -0.352
H -7.070 5.559 0.262 -1.206 0.264 0.815
H -6.354 5.796 -1.333 -0.090 -0.569 0.832
H -5.388 5.648 0.085 1.177 -0.751 0.431
C 7.435 -3.772 2.233 0.359 1.333 0.426
C 7.082 -2.308 2.240 0.833 0.997 -0.581
O 7.214 -1.776 0.864 -0.762 0.071 0.255
C 6.800 -0.505 0.734 0.855 0.792 1.324
O 6.567 0.258 1.666 -0.199 -1.171 -0.876
O 6.814 -0.123 -0.539 -1.141 0.235 -0.147
C 6.245 1.219 -0.703 1.913 0.966 2.013
H 6.584 -4.277 1.769 0.568 -0.514 0.098
H 7.603 -4.025 3.303 -0.194 -0.352 -0.847
H 8.377 -3.787 1.679 -0.132 -0.878 0.013
H 7.703 -1.654 2.867 -0.005 -0.451 -0.044
H 6.078 -2.195 2.549 -1.178 0.423 0.266
H 6.275 1.464 -1.742 -0.444 -0.299 -0.677
H 7.008 1.920 -0.212 -1.250 -0.780 -0.551
H 5.279 1.368 -0.166 0.669 -0.437 -0.715
C 0.249 3.563 5.369 -0.621 -0.039 -1.084
C 0.537 2.257 4.672 -1.161 0.818 -1.071
O 1.901 2.308 4.260 -0.077 0.038 0.141
C 2.358 1.174 3.727 0.366 0.682 1.265
O 1.648 0.315 3.290 0.817 -0.576 -0.191
O 3.700 1.232 3.922 -1.139 0.624 -0.814
C 4.393 0.030 4.075 1.820 0.273 -0.742
H 0.744 3.500 6.314 0.391 0.893 0.616
H -0.822 3.656 5.497 -0.360 -0.297 0.483
H 0.443 4.429 4.704 0.685 -0.477 0.663
H -0.125 2.192 3.792 0.362 -0.306 0.155
H 0.336 1.403 5.321 0.259 -0.057 -0.094
H 4.143 -0.368 5.032 0.246 -0.470 0.815
H 5.484 0.274 3.909 -1.227 -0.338 0.585
H 4.136 -0.668 3.317 -0.363 -0.740 -0.650
C 3.256 -1.535 -0.673 1.155 0.182 0.590
C 2.639 -1.229 0.697 -0.559 -1.341 -1.147
O 1.674 -0.224 0.462 -0.392 0.714 -0.158
C 0.387 -0.455 0.678 0.551 1.327 -0.475
O -0.074 -1.457 1.110 -1.003 -1.073 0.391
O -0.260 0.670 0.298 -0.337 -0.461 0.162
C -1.695 0.657 0.460 -0.002 0.023 0.497
H 3.635 -0.619 -1.159 -0.038 -0.400 0.295
H 2.649 -2.054 -1.395 -1.007 0.036 0.017
H 4.066 -2.245 -0.519 0.518 0.155 0.054
H 3.309 -0.780 1.404 0.681 -0.007 0.156
H 2.223 -2.169 1.133 -0.017 0.923 -0.180
H -1.928 0.697 1.560 0.006 0.142 -1.157
H -2.136 -0.226 0.001 0.167 -0.156 0.227
H -2.077 1.499 -0.141 0.269 -0.117 0.664
C -2.474 5.978 -1.129 0.356 -1.228 0.838
C -1.073 5.643 -1.537 1.080 -1.076 0.983
O -0.286 5.227 -0.279 -0.864 0.030 -1.432
C 0.750 4.422 -0.539 -0.281 0.689 0.900
O 1.219 4.207 -1.629 -0.091 -0.263 0.178
O 1.240 3.942 0.644 -0.966 0.546 -2.051
C 2.421 3.205 0.382 1.152 -0.034 2.016
H -2.897 5.225 -0.459 0.145 -0.404 -0.345
H -3.094 6.021 -2.000 -0.453 0.377 -0.426
H -2.477 6.833 -0.515 -0.196 1.533 0.286
H -0.548 6.516 -1.956 -0.098 -0.603 -0.029
H -1.068 4.753 -2.198 0.273 0.758 0.191
H 2.716 2.927 1.424 0.302 0.080 -1.009
H 3.158 3.856 -0.106 -0.031 -0.270 0.239
H 2.278 2.310 -0.197 -0.395 -0.296 -0.263
C -4.789 3.217 2.226 -0.439 0.507 -0.610
C -6.209 2.873 2.705 0.769 -0.812 0.045
O -6.145 2.036 3.895 0.265 -0.080 0.543
C -7.224 1.878 4.709 1.190 -0.871 -0.634
O -8.365 2.031 4.390 -0.376 0.497 0.247
O -6.747 1.374 5.871 -0.881 0.511 0.052
C -7.675 1.103 6.984 1.284 1.549 -0.677
H -4.837 3.823 1.303 -0.392 0.558 0.860
H -4.247 2.428 1.747 0.079 -1.383 0.455
H -4.137 3.652 2.967 -0.002 0.351 0.228
H -6.639 2.329 1.866 -0.657 -0.006 0.274
H -6.799 3.713 3.021 -0.221 0.628 -0.460
H -7.419 1.820 7.779 0.472 -0.829 0.020
H -7.544 0.064 7.165 0.059 -0.652 0.738
H -8.689 1.348 6.806 -1.053 -0.030 -1.026
C 0.774 -5.423 1.042 -0.407 1.920 -0.064
C 1.597 -6.312 0.189 1.819 0.325 0.298
O 3.043 -5.994 0.473 -1.323 0.839 0.392
C 3.975 -6.260 -0.397 0.272 -2.074 -1.841
O 3.868 -6.940 -1.420 -0.350 1.240 1.175
O 5.140 -5.785 0.045 0.351 0.633 -0.333
C 6.263 -5.905 -0.858 -0.056 0.547 -1.129
H -0.270 -5.697 0.997 -0.311 -0.498 0.008
H 0.756 -4.401 0.623 0.248 -0.203 0.282
H 1.061 -5.340 2.097 0.164 -0.326 -0.327
H 1.407 -6.177 -0.876 0.040 -0.295 0.143
H 1.517 -7.306 0.549 -0.267 -1.194 -0.303
H 5.934 -6.147 -1.927 0.414 0.377 1.724
H 6.907 -6.671 -0.466 0.172 -0.550 -0.031
H 6.858 -4.959 -0.820 -0.823 -0.564 -0.045
C 1.676 0.889 -3.202 -0.637 0.384 0.836
C 0.226 1.206 -2.983 -1.245 0.350 -0.067
O -0.534 0.424 -3.957 -0.220 0.052 0.027
C -1.742 -0.001 -3.602 0.674 -0.218 0.207
O -2.261 0.113 -2.516 0.013 0.568 -0.342
O -2.355 -0.654 -4.581 -0.055 -0.318 -0.734
C -1.623 -1.120 -5.743 0.625 2.300 -0.272
H 2.008 1.089 -4.209 0.029 0.329 -0.240
H 1.721 -0.161 -3.038 0.659 -0.994 0.281
H 2.251 1.449 -2.456 0.125 -0.217 -0.283
H -0.033 2.231 -3.192 0.170 0.550 -0.226
H -0.220 1.024 -1.990 0.824 -0.355 -0.349
H -0.611 -1.385 -5.492 0.262 -0.274 0.308
H -1.546 -0.355 -6.577 -0.350 -0.541 1.166
H -2.170 -1.935 -6.097 -0.801 -1.324 -0.487
```
Forces are in eV/Å.

Computed properties:
Structure (SMILES): CCOC(=O)OC.CCOC(=O)OC.CCOC(=O)OC.CCOC(=O)OC.CCOC(=O)OC.CCOC(=O)OC.CCOC(=O)OC.CCOC(=O)OC.CCOC(=O)OC
LUMO energy, eV: 0.6
M, g/mol: 936.94
Relative energy (zero: lowest compared OMol25 entry of this formula, charge and spin), kcal per mole: 74.0
Multiplicity: 1

Results of the Löwdin charge analysis, in e, for atoms 1 through 8: -0.033 -0.110 0.023 -0.664 0.096 0.024 0.008 0.066

***

Number 1: calculated total energy -2994.92074 Ha, HOMO -10.087 eV. Number 2: calculated total energy -3446.39643 Ha, HOMO -10.547 eV.